Below is the molecule C20H25ClN4O3 in a non-equilibrium geometry, with properties calculated with ωB97M-V/def2-TZVPD.

Summary:
**Charge**: 0
**Energy**: -45772.44154 eV

The geometry in XYZ format:
```
53
Properties=species:S:1:pos:R:3:nbo_charge:R:1
C -5.1213 -0.9305 -0.5337 -0.59
H -6.1872 -1.1180 -0.4356 0.21
H -4.9422 0.1347 -0.4163 0.21
H -4.7961 -1.2220 -1.5278 0.23
C -4.3514 -1.7243 0.5213 -0.29
C -2.8902 -1.5731 0.2937 0.55
N -2.2838 -1.4941 -0.8530 -0.51
C -0.9714 -1.4061 -0.5069 0.32
N -0.7839 -1.4259 0.7836 -0.18
O -2.0328 -1.5381 1.3183 -0.29
C 0.1281 -1.3015 -1.4995 -0.27
N 1.3947 -1.0768 -0.8530 -0.63
C 2.2890 -2.0793 -0.6990 0.69
O 2.1898 -3.1442 -1.2706 -0.62
C 3.4899 -1.7683 0.1948 -0.31
C 4.6541 -1.2449 -0.6484 -0.39
C 4.2882 0.1096 -1.2321 -0.51
C 3.7254 1.0975 -0.2325 0.70
O 3.7466 2.2937 -0.4652 -0.64
N 3.1144 0.6023 0.8773 -0.47
C 3.2108 -0.7777 1.3196 -0.22
H 4.0175 -0.8540 2.0646 0.20
H 2.2736 -1.0490 1.8155 0.22
C 2.6659 1.5467 1.8887 -0.23
H 2.8486 2.5462 1.4881 0.25
H 3.2844 1.4170 2.7862 0.20
C 1.1997 1.4051 2.3004 -0.46
C 0.1572 1.6494 1.2398 0.07
C 0.4452 2.0665 -0.0521 -0.27
C -0.5667 2.2340 -0.9852 -0.23
C -1.8812 2.0059 -0.6219 -0.04
C -2.1939 1.6307 0.6753 -0.25
C -1.1763 1.4470 1.5891 -0.20
H -1.4188 1.1356 2.5948 0.22
H -3.2237 1.4826 0.9608 0.22
Cl -3.1461 2.1952 -1.7859 0.01
H -0.3300 2.5497 -1.9893 0.23
H 1.4560 2.2885 -0.3526 0.24
H 1.0221 0.4102 2.7185 0.22
H 1.0315 2.1187 3.1126 0.23
H 3.5301 -0.0114 -2.0114 0.24
H 5.1529 0.5840 -1.6994 0.24
H 4.8808 -1.9497 -1.4494 0.23
H 5.5399 -1.1530 -0.0154 0.21
H 3.7768 -2.7260 0.6405 0.25
H 1.4525 -0.2521 -0.2739 0.42
H 0.2014 -2.2418 -2.0573 0.26
H -0.1018 -0.4934 -2.2011 0.23
C -4.7299 -1.3193 1.9438 -0.60
H -4.5148 -0.2667 2.1116 0.20
H -5.7925 -1.4834 2.1026 0.22
H -4.1727 -1.9033 2.6718 0.22
H -4.5778 -2.7900 0.3848 0.23
```